[1]
{"formula": "C12H9AlF3O3", "method": "wB97M-V/def2-TZVPD", "elements": ["C", "C", "C", "C", "C", "O", "C", "C", "C", "C", "O", "C", "C", "F", "F", "F", "C", "O", "H", "H", "H", "H", "H", "H", "H", "H", "H", "Al"], "positions_angstrom": [[-3.717, 0.553, 0.222], [-2.737, 0.400, 1.248], [-1.159, 0.101, 1.693], [-0.238, 1.095, 2.375], [1.374, 0.706, 2.601], [2.108, 1.707, 3.015], [2.085, -0.472, 1.720], [1.138, -1.408, 0.989], [1.639, -2.368, -0.268], [0.969, -1.537, -1.566], [1.019, -0.063, -1.369], [0.218, 0.652, -2.347], [-0.018, 2.264, -2.040], [1.227, 3.052, -1.872], [-0.783, 2.957, -3.133], [-0.879, 2.386, -0.809], [-0.410, -1.322, 1.401], [-1.013, -2.405, 1.762], [-4.674, 0.524, -0.474], [-0.675, 2.152, 2.656], [3.250, -0.537, 1.511], [2.786, -2.205, -0.373], [1.266, -3.465, -0.244], [-0.165, -1.789, -1.639], [1.514, -1.799, -2.590], [-0.872, 0.175, -2.397], [0.664, 0.528, -3.432], [-3.917, 0.116, 3.358]], "lowdin_charge": [0.29, -0.24, -0.06, 0.21, -0.13, 0.15, 0.30, 0.08, 0.02, -0.07, -0.15, -0.05, -0.17, 0.06, 0.05, -0.03, -0.19, 0.14, 0.17, 0.19, 0.21, 0.16, 0.18, 0.15, 0.21, 0.17, 0.19, 1.15], "charge": 3, "largest_force_ev_per_a": 8.5, "homo_energy_ev": -20.4}

---

[2]
{"formula": "C12H9AuCl3N6OSSi", "method": "wB97M-V/def2-TZVPD", "elements": ["Au", "C", "N", "C", "C", "N", "C", "S", "C", "C", "C", "C", "C", "N", "H", "H", "H", "H", "H", "H", "H", "H", "H", "O", "N", "C", "C", "N", "C", "N", "Cl", "Si", "Cl", "Cl"], "positions_angstrom": [[0.623, 1.444, -0.263], [3.495, -2.604, -1.986], [2.086, -2.671, -1.573], [1.338, -3.834, -1.544], [0.118, -3.507, -1.121], [0.107, -2.122, -0.874], [1.359, -1.624, -1.167], [2.170, -0.095, -1.078], [-1.107, -1.454, -0.431], [-2.256, -2.211, -0.238], [-3.423, -1.553, 0.078], [-3.425, -0.170, 0.187], [-2.239, 0.489, 0.005], [-1.078, -0.151, -0.288], [3.794, -3.601, -2.291], [4.112, -2.269, -1.156], [3.604, -1.911, -2.816], [1.744, -4.788, -1.835], [-0.740, -4.134, -0.991], [-2.264, -3.282, -0.333], [-4.331, -2.123, 0.231], [-4.323, 0.382, 0.426], [-2.182, 1.561, 0.124], [-0.387, 2.167, 1.343], [0.193, 3.188, 1.962], [-0.371, 3.528, 3.068], [-1.547, 2.842, 3.561], [-2.477, 2.271, 3.922], [0.209, 4.641, 3.787], [0.671, 5.528, 4.353], [1.791, 3.435, -2.583], [1.492, 3.584, -0.537], [0.065, 5.016, -0.353], [3.177, 4.025, 0.411]], "lowdin_charge": [0.75, -0.02, -0.12, 0.00, -0.01, 0.05, -0.59, 0.68, -0.22, 0.02, -0.01, -0.01, -0.09, 0.03, 0.10, 0.10, 0.09, 0.14, 0.12, 0.11, 0.13, 0.13, 0.10, -0.38, -0.09, -0.27, -0.14, 0.19, -0.15, 0.19, 0.25, -0.83, 0.36, 0.38], "e_above_lowest_ev": 0.0000, "charge": 1, "largest_force_ev_per_a": 1.7, "homo_energy_ev": -12.4}

---

[3]
{"formula": "C12H9ClF2N3O5P", "method": "wB97M-V/def2-TZVPD", "elements": ["C", "O", "C", "C", "C", "N", "C", "O", "F", "C", "O", "F", "C", "C", "Cl", "C", "C", "C", "O", "N", "P", "N", "C", "O", "H", "H", "H", "H", "H", "H", "H", "H", "H"], "positions_angstrom": [[3.491, 0.588, 1.626], [2.162, 0.124, 1.958], [1.147, 0.989, 1.469], [0.420, 0.486, 0.174], [0.957, -0.504, -0.792], [2.266, -1.134, -0.559], [2.895, -1.581, -1.787], [3.634, -0.951, -2.446], [2.554, -2.880, -2.187], [2.025, -2.348, 0.256], [2.859, -2.766, 0.971], [0.805, -2.990, 0.106], [0.148, -0.886, -1.978], [-1.193, -0.310, -2.260], [-2.149, -0.749, -3.693], [-1.735, 0.655, -1.307], [-0.905, 1.023, -0.117], [-1.822, 2.035, 0.653], [-1.537, 2.931, 1.384], [-3.192, 1.688, 0.226], [-3.720, 0.064, 0.770], [-4.442, 0.090, 2.180], [-3.098, 1.434, -1.235], [-3.851, 1.774, -2.090], [4.001, -0.252, 1.065], [3.497, 1.462, 0.907], [4.024, 0.834, 2.589], [0.353, 1.038, 2.278], [1.468, 2.051, 1.292], [0.491, -1.650, -2.731], [-4.616, -0.452, -0.222], [-2.610, -0.831, 0.901], [-4.453, 1.050, 2.545]], "lowdin_charge": [-0.09, -0.19, -0.16, 0.00, -0.09, 0.11, -0.43, 0.23, 0.09, -0.42, 0.22, 0.11, 0.03, -0.52, 0.67, -0.11, -0.03, -0.38, 0.17, -0.09, 0.76, -0.31, -0.45, 0.15, 0.08, 0.10, 0.10, 0.15, 0.14, 0.12, 0.04, 0.03, -0.03], "smiles": "COCc1c(N(C(=O)F)C(=O)F)cc(Cl)c2c1C(=O)N([PH2]=N)C2=O", "charge": 0, "largest_force_ev_per_a": 4.1, "homo_energy_ev": -9.1}

---

[4]
{"formula": "C12H9ClN2O4S6V", "method": "wB97M-V/def2-TZVPD", "elements": ["V", "S", "C", "S", "C", "C", "S", "S", "S", "S", "C", "C", "C", "C", "C", "C", "C", "C", "C", "N", "H", "H", "H", "H", "H", "H", "N", "H", "H", "H", "O", "Cl", "O", "O", "O"], "positions_angstrom": [[-0.239, -0.578, -0.006], [4.884, -0.421, 5.345], [3.694, -0.462, 4.161], [4.000, -0.515, 2.483], [2.356, -0.498, 1.881], [1.399, -0.471, 2.839], [-0.326, -0.437, 2.604], [2.017, -0.470, 4.480], [2.114, -0.509, 0.149], [-0.519, 0.957, -4.227], [-0.449, -0.756, -4.398], [-0.335, -1.389, -3.200], [-0.297, -0.512, -2.052], [-0.389, 0.788, -2.489], [-0.411, 1.864, -1.524], [-0.463, 3.225, -1.834], [-0.479, 4.162, -0.823], [-0.424, 3.715, 0.492], [-0.364, 2.358, 0.736], [-0.374, 1.420, -0.230], [-0.499, -1.189, -5.387], [-0.268, -2.468, -3.115], [-0.470, 3.519, -2.876], [-0.521, 5.220, -1.053], [-0.406, 4.408, 1.324], [-0.301, 1.968, 1.744], [-2.487, -0.894, 0.176], [-3.246, -0.445, -0.319], [-2.664, -0.876, 1.176], [-2.459, -1.879, -0.082], [0.738, -3.461, 1.630], [-0.404, -3.776, 0.830], [-1.642, -3.549, 1.550], [-0.343, -5.152, 0.390], [-0.424, -2.897, -0.373]], "mulliken_spin": [2.88, 0.00, 0.00, 0.01, 0.01, 0.01, -0.01, 0.00, -0.01, 0.02, -0.02, 0.03, -0.09, 0.05, 0.04, -0.03, 0.06, -0.01, 0.07, -0.03, 0.00, 0.00, 0.00, 0.01, 0.00, -0.01, -0.01, 0.01, 0.01, 0.00, 0.00, 0.00, 0.00, 0.00, 0.01], "e_above_lowest_ev": 0.0829, "charge": -2, "largest_force_ev_per_a": 1.9, "homo_energy_ev": [-0.4, -0.9], "multiplicity": 4}

---

[5]
{"formula": "C13H10Cl40INNb", "method": "wB97M-V/def2-TZVPD", "elements": ["C", "C", "C", "N", "Nb", "I", "H", "H", "H", "H", "H", "H", "H", "H", "H", "H", "C", "Cl", "Cl", "Cl", "Cl", "C", "Cl", "Cl", "Cl", "Cl", "C", "Cl", "Cl", "Cl", "Cl", "C", "Cl", "Cl", "Cl", "Cl", "C", "Cl", "Cl", "Cl", "Cl", "C", "Cl", "Cl", "Cl", "Cl", "C", "Cl", "Cl", "Cl", "Cl", "C", "Cl", "Cl", "Cl", "Cl", "C", "Cl", "Cl", "Cl", "Cl", "C", "Cl", "Cl", "Cl", "Cl"], "positions_angstrom": [[0.071, 1.393, -1.976], [-0.895, 0.297, -2.146], [-2.263, 0.752, -2.421], [-0.583, -0.903, -2.104], [-0.354, -1.673, -0.187], [2.453, -1.055, -0.088], [0.022, 2.014, -2.856], [-0.194, 1.982, -1.123], [1.069, 1.016, -1.916], [-2.980, -0.009, -2.191], [-2.319, 0.927, -3.483], [-2.465, 1.684, -1.933], [0.018, -3.348, -0.883], [-0.081, -2.377, 1.475], [-0.831, -0.037, 0.548], [-2.061, -2.235, -0.056], [-4.391, 2.914, -0.010], [-5.602, 3.842, 0.899], [-2.889, 3.841, -0.060], [-4.089, 1.362, 0.755], [-4.984, 2.661, -1.654], [-3.002, -6.204, -0.042], [-3.528, -4.771, 0.840], [-1.315, -6.033, -0.488], [-3.216, -7.635, 0.989], [-3.978, -6.397, -1.510], [1.841, 0.594, 4.173], [0.664, 1.045, 5.420], [1.773, -1.139, 3.906], [1.463, 1.443, 2.680], [3.463, 1.051, 4.723], [1.584, -6.423, 2.251], [1.950, -4.708, 2.273], [2.563, -7.265, 3.468], [-0.126, -6.670, 2.613], [1.951, -7.084, 0.655], [5.837, 1.591, 0.485], [4.648, 1.797, 1.760], [5.951, -0.120, 0.121], [5.356, 2.438, -1.015], [7.396, 2.235, 1.021], [3.083, 0.471, -4.974], [2.748, 1.934, -5.917], [3.529, 0.919, -3.331], [1.659, -0.551, -4.944], [4.422, -0.409, -5.725], [-7.713, 0.161, 3.437], [-8.675, 0.644, 4.841], [-8.677, -0.883, 2.393], [-7.209, 1.593, 2.542], [-6.282, -0.716, 3.975], [-7.682, -4.033, -0.332], [-6.636, -2.648, -0.033], [-9.213, -3.820, 0.535], [-8.003, -4.163, -2.064], [-6.880, -5.487, 0.240], [3.588, 6.213, 1.340], [2.685, 5.554, 2.705], [2.502, 7.156, 0.313], [4.884, 7.257, 1.938], [4.281, 4.887, 0.410], [9.129, 5.025, -2.051], [9.856, 6.608, -1.742], [7.536, 4.948, -1.311], [8.983, 4.779, -3.794], [10.158, 3.765, -1.366]], "lowdin_charge": [-0.10, -0.66, -0.09, -0.11, 0.76, -0.07, 0.08, 0.06, -0.03, 0.07, 0.09, 0.00, -0.18, -0.19, -0.14, -0.16, -2.04, 0.49, 0.54, 0.53, 0.55, -2.05, 0.48, 0.49, 0.49, 0.49, -2.05, 0.51, 0.50, 0.46, 0.49, -2.06, 0.50, 0.50, 0.49, 0.51, -2.02, 0.47, 0.49, 0.43, 0.51, -2.06, 0.50, 0.49, 0.55, 0.51, -2.05, 0.51, 0.50, 0.49, 0.53, -2.05, 0.52, 0.50, 0.52, 0.51, -2.05, 0.53, 0.52, 0.52, 0.48, -2.06, 0.51, 0.50, 0.52, 0.52], "charge": -1, "largest_force_ev_per_a": 3.8, "homo_energy_ev": -5.2}

---

[6]
{"formula": "C13H10ClF4O6", "method": "wB97M-V/def2-TZVPD", "elements": ["F", "C", "C", "F", "C", "O", "C", "F", "C", "F", "C", "O", "C", "C", "O", "C", "C", "Cl", "C", "O", "O", "C", "C", "O", "H", "H", "H", "H", "H", "H", "H", "H", "H", "H"], "positions_angstrom": [[-2.373, -1.258, 2.833], [-1.203, -1.893, 2.785], [-1.216, -3.249, 2.920], [-2.354, -3.956, 3.023], [-0.005, -4.019, 3.201], [-0.002, -5.224, 3.479], [1.213, -3.251, 2.918], [2.354, -3.963, 3.019], [1.204, -1.895, 2.783], [2.378, -1.262, 2.834], [-0.002, -1.122, 3.175], [0.003, -0.462, 4.225], [-2.295, 2.188, -3.185], [-2.554, 1.575, -1.822], [-1.277, 0.954, -1.448], [-1.344, 0.338, -0.257], [0.002, 0.036, 0.455], [0.007, 0.929, 1.934], [1.339, 0.324, -0.261], [2.407, 0.082, 0.295], [1.276, 0.969, -1.435], [2.556, 1.578, -1.818], [2.293, 2.204, -3.176], [-2.405, 0.126, 0.312], [-3.204, 2.648, -3.586], [-1.535, 2.981, -3.093], [-1.980, 1.394, -3.878], [-2.803, 2.325, -1.039], [-3.306, 0.759, -1.819], [2.818, 2.319, -1.029], [3.298, 0.753, -1.826], [3.203, 2.654, -3.578], [1.965, 1.417, -3.869], [1.543, 3.002, -3.072]], "lowdin_charge": [0.13, -0.12, -0.12, 0.10, -0.27, 0.10, -0.12, 0.10, -0.12, 0.12, -0.43, 0.04, -0.08, -0.21, -0.05, -0.55, -0.46, 0.85, -0.55, 0.01, -0.05, -0.21, -0.08, 0.02, 0.07, 0.08, 0.08, 0.13, 0.12, 0.13, 0.12, 0.07, 0.08, 0.07], "e_above_lowest_ev": 0.8873, "charge": -1, "largest_force_ev_per_a": 3.8, "homo_energy_ev": -3.9}